61
Properties=species:S:1:pos:R:3:forces:R:3:mulliken_charge:R:1 method="wB97M-V/def2-TZVPD" total_charge=+2 e_lumo_ev="-8.9 / -7.2" multiplicity=2
Mn -0.003 -0.107 -0.024 0.0167 -0.3914 -0.0966 0.42
O 3.768 0.314 0.099 0.2241 0.0317 0.1193 -0.53
C 2.804 0.986 -0.058 -0.7364 -0.3641 -0.0740 -0.31
O 1.621 0.373 -0.437 0.1875 0.3443 -0.1340 -0.62
C 2.699 2.456 0.073 0.1418 0.0344 -0.0120 0.57
C 3.897 3.154 0.203 0.0009 0.0148 -0.0093 -0.73
C 3.893 4.536 0.284 -0.0018 -0.0095 -0.0063 -0.59
C 2.689 5.227 0.235 -0.0106 -0.0156 0.0008 -0.84
C 1.493 4.536 0.123 0.0125 0.0254 0.0133 -0.17
C 1.486 3.143 0.044 -0.0369 0.1331 0.0663 0.25
P -0.150 2.381 -0.062 0.1417 0.1477 -0.0886 1.63
C -0.824 2.924 -1.633 -0.0152 -0.1034 -0.0910 0.81
C -2.190 2.917 -1.932 -0.0167 0.0597 0.0237 -0.12
C -2.633 3.345 -3.170 0.0004 -0.0166 -0.0075 -1.22
C -1.723 3.766 -4.131 -0.0082 0.0005 -0.0086 -0.59
C -0.363 3.749 -3.855 0.0088 -0.0118 0.0077 -0.90
C 0.091 3.322 -2.620 0.0102 -0.0562 -0.0145 -0.65
C -1.016 2.970 1.405 -0.1107 -0.1006 0.0303 1.25
C -2.411 3.020 1.492 0.0066 0.1031 -0.0308 -0.18
C -3.021 3.445 2.660 0.0065 -0.0141 0.0166 -0.91
C -2.253 3.805 3.760 -0.0151 0.0022 0.0061 -0.75
C -0.869 3.734 3.692 0.0197 -0.0156 -0.0120 -0.84
C -0.250 3.311 2.526 0.0016 -0.0741 0.0277 -0.47
H 4.824 2.595 0.224 -0.0042 -0.0012 -0.0040 0.56
H 4.826 5.074 0.375 -0.0034 -0.0021 0.0014 0.46
H 2.679 6.308 0.288 -0.0008 -0.0028 -0.0030 0.49
H 0.560 5.088 0.095 -0.0001 -0.0033 0.0080 0.53
H -2.923 2.581 -1.218 -0.0068 -0.0158 0.0128 0.40
H -3.693 3.346 -3.386 0.0025 0.0127 0.0047 0.48
H -2.074 4.101 -5.098 0.0020 0.0083 0.0072 0.43
H 0.350 4.071 -4.602 -0.0004 -0.0202 -0.0050 0.45
H 1.155 3.304 -2.429 0.0014 0.0283 0.0195 0.45
H -3.036 2.752 0.654 0.0049 -0.0201 0.0006 0.23
H -4.101 3.505 2.707 0.0047 0.0177 -0.0077 0.53
H -2.734 4.150 4.666 0.0026 0.0038 -0.0034 0.46
H -0.266 4.025 4.541 -0.0017 -0.0202 0.0065 0.49
H 0.830 3.258 2.494 0.0052 0.0483 -0.0240 0.52
N -3.636 -0.078 1.742 0.0114 -0.0938 -0.0928 0.11
C -4.208 -0.090 0.469 -0.0339 0.0295 0.0914 0.91
C -5.534 -0.158 0.053 0.0074 -0.0281 -0.0112 -1.29
C -5.743 -0.195 -1.310 -0.0029 -0.0032 -0.0106 -0.54
C -4.675 -0.173 -2.226 -0.0189 0.0066 0.0091 -0.81
C -3.364 -0.093 -1.809 0.0114 -0.0222 -0.0161 -0.71
C -3.143 -0.035 -0.435 0.0135 -0.0167 0.1409 -0.03
N -1.967 0.039 0.307 -0.1139 0.2206 -0.3428 0.92
C -2.308 -0.018 1.578 0.1016 0.0353 0.0689 0.03
C -1.210 -0.058 2.525 -0.1374 0.0565 0.0459 -0.58
C -1.134 -0.139 3.874 0.0712 0.0094 0.0092 -0.14
S 0.505 -0.210 4.356 -0.0344 0.0060 0.0678 -0.07
C 1.009 -0.136 2.748 0.0965 0.0376 -0.0375 -0.26
N 0.020 -0.050 1.891 0.0521 -0.0868 0.5806 0.57
H -4.126 -0.171 2.617 -0.0106 0.0146 -0.0013 0.26
H -6.357 -0.202 0.753 0.0073 0.0052 0.0003 0.49
H -6.754 -0.259 -1.686 0.0050 -0.0012 -0.0012 0.45
H -4.894 -0.228 -3.284 0.0030 -0.0064 0.0051 0.49
H -2.545 -0.087 -2.516 0.0041 0.0139 0.0027 0.54
H -1.933 -0.173 4.597 0.0044 0.0084 -0.0032 0.46
H 2.051 -0.162 2.461 -0.0115 -0.0417 -0.0269 0.47
O -0.761 -4.159 -0.560 0.0188 0.0127 -0.0271 -0.41
C -0.549 -3.031 -0.412 -0.1750 -0.0043 0.1250 0.71
N -0.313 -1.856 -0.256 0.2974 0.0910 -0.3163 -0.54

11
Properties=species:S:1:pos:R:3:forces:R:3:mulliken_charge:R:1 method="wB97M-V/def2-TZVPD" total_charge=0 e_lumo_ev=-1.9
C -1.589 1.770 -1.409 -1.5446 0.0774 -0.2381 0.67
C 0.579 -0.944 0.145 -0.6548 -0.6555 -1.2614 -0.09
C -0.513 -0.092 -0.351 -0.0270 0.9852 1.1209 -0.54
N 1.922 -0.434 0.444 -0.2833 2.0454 0.1752 0.94
O 2.890 -1.107 0.736 -1.2016 0.3416 -0.5270 -0.56
O 1.901 0.831 0.423 1.1611 -1.4319 0.3627 -0.59
O -1.733 -1.365 1.613 -1.2889 -0.4572 0.8365 -0.50
S -0.106 1.565 -0.880 1.0897 -0.1408 0.4714 0.07
S -3.074 1.944 -1.701 0.2063 0.0876 -0.2177 -0.20
S -0.769 -0.305 1.451 1.7449 -0.6708 -2.3379 0.43
H 0.492 -1.862 -0.472 0.7982 -0.1810 1.6155 0.39

22
Properties=species:S:1:pos:R:3:forces:R:3:mulliken_charge:R:1 method="wB97M-V/def2-TZVPD" total_charge=0 e_lumo_ev=-0.7
C 1.763 1.900 2.532 0.2445 -0.9801 0.3040 -0.89
C 0.228 1.391 2.031 4.7818 0.4063 -1.1495 -0.42
C -0.164 0.013 -0.088 3.9664 0.4190 -2.6705 0.32
C -2.114 -0.715 -1.103 0.8991 0.2195 2.3940 0.28
C -0.355 -1.365 -2.055 4.0536 -1.2782 -3.4459 0.65
C 0.618 -0.563 -1.196 -3.1304 -2.7128 -1.2075 0.35
H 1.941 2.833 1.818 0.2307 -1.5156 2.4042 0.28
H 2.807 0.966 2.128 -3.5424 2.7965 1.5305 0.28
H 1.748 1.951 3.973 0.3738 0.3428 -5.0069 0.29
H -0.492 2.188 1.859 0.2596 0.0654 0.3511 0.30
H 0.008 0.769 2.893 -0.8320 -1.0531 -0.9470 0.32
H 1.686 0.669 0.519 -2.1260 0.1791 -0.0707 0.30
H -3.905 -1.770 -1.426 2.0433 4.9305 0.5624 0.39
H -3.951 -0.711 0.049 2.6670 1.2478 -4.2488 0.36
H 1.377 -1.831 -2.972 -1.6647 -0.9315 1.2087 0.46
N 0.638 0.868 0.587 -1.0187 -0.3166 4.1577 -0.19
N -1.433 -0.206 -0.034 -1.3860 1.0482 0.7502 -0.57
N -3.426 -0.611 -1.081 -8.2923 -5.4504 4.2907 -0.65
N -1.707 -1.325 -2.168 4.4765 -0.6799 -0.3167 -0.57
N 1.965 -0.789 -1.224 -1.8685 1.4125 1.7048 -0.18
O 0.325 -2.182 -2.920 -1.1270 2.1616 0.7167 -0.60
O 2.442 -1.479 -2.123 0.9915 -0.3109 -1.3114 -0.53

8
Properties=species:S:1:pos:R:3:forces:R:3:mulliken_charge:R:1 method="wB97M-V/def2-TZVPD" total_charge=0 e_lumo_ev=-0.2
S 2.848 1.216 -0.356 3.6034 -0.1189 -0.7115 -0.18
N 1.353 1.095 -0.186 -2.3130 0.9903 1.8365 -0.12
N 0.479 0.472 -0.788 -0.1891 0.5078 -0.9242 0.13
C -0.661 -0.002 -0.736 -1.8697 -0.4109 -2.1963 0.07
O -1.076 -1.034 -0.023 -0.5496 -1.3801 1.3376 -0.28
S -0.332 -1.336 1.448 0.8507 -0.7790 -0.4646 -0.05
H -1.481 0.156 -1.484 1.1422 0.4504 0.3527 0.29
H -1.131 -0.568 2.125 -0.6749 0.7405 0.7698 0.15

60
Properties=species:S:1:pos:R:3:forces:R:3:mulliken_charge:R:1 method="wB97M-V/def2-TZVPD" total_charge=0 e_lumo_ev=0.4
C 2.128 -1.486 2.262 0.2524 0.9052 -1.2198 -0.64
C 1.003 -1.544 1.106 0.1498 -1.3614 -0.0007 -0.04
C -0.500 -1.300 1.616 0.5981 -0.6779 -1.4757 -0.29
Si -0.880 0.447 2.283 -1.3442 0.1583 -0.4636 -0.15
C -2.703 0.375 2.961 -0.7609 -0.7964 -1.3778 -0.72
C -3.682 0.715 1.708 -0.9515 0.3883 1.5666 0.28
C -5.226 0.400 2.027 0.3842 -0.0678 -1.4056 -1.20
F -3.353 -0.076 0.538 -0.1548 1.2047 1.6938 -0.32
C 0.313 1.104 3.628 0.4144 0.7879 0.7121 -0.50
C 0.042 0.588 5.129 2.3165 2.2427 -0.0325 -0.37
C 1.469 0.694 5.921 -0.8038 -1.5098 0.9702 -0.99
I -0.603 -1.478 5.315 -0.1591 0.6521 0.0934 0.06
O -0.945 1.629 0.985 2.4927 -0.8010 1.5240 -0.25
Si 0.624 2.189 0.521 -1.5924 -1.1756 -1.6769 0.21
C 0.887 1.584 -1.308 0.4041 -0.0627 -0.5502 -0.20
C 1.089 2.790 -2.351 -0.7361 -0.8081 -0.3824 -0.82
C 0.802 2.168 -3.828 -0.0736 -0.3352 1.0434 -0.76
C 1.820 0.968 -4.188 0.1790 0.2118 -0.9099 -0.77
C 1.158 -0.495 -4.099 0.1935 -0.0561 0.3764 -0.21
C 0.729 -1.069 -5.540 0.3443 1.0462 0.0939 -0.65
O -0.492 -1.879 -5.481 1.6452 -1.1367 1.8118 -0.35
C -0.422 -2.839 -4.440 -2.9137 -0.5041 2.4925 0.67
C 0.805 -3.827 -4.172 0.2837 0.5372 -0.3135 -0.76
O -1.407 -2.947 -3.667 3.3426 0.4309 -3.0764 -0.55
H 2.923 -2.267 2.028 -1.0368 0.9432 0.5508 0.40
H 2.647 -0.460 2.144 -0.6896 -1.5592 0.5981 0.15
H 1.712 -1.607 3.313 0.5440 0.0736 -1.4313 0.02
H 1.298 -0.897 0.196 -0.5328 -0.7549 1.5675 -0.25
H 1.031 -2.628 0.705 -0.1362 1.6619 0.4797 0.36
H -0.759 -2.158 2.321 0.2702 1.3820 -0.7103 0.47
H -1.179 -1.446 0.691 0.8684 0.3429 1.4326 0.27
H -2.878 1.081 3.836 -0.0293 -0.8445 -1.1983 0.38
H -2.984 -0.706 3.255 0.6219 1.6910 -0.1399 0.33
H -3.572 1.834 1.498 -0.0151 -1.6867 -0.3002 0.17
H -5.594 0.847 3.005 0.6373 -0.6390 -1.2462 0.31
H -5.829 0.842 1.147 0.7763 -0.6031 1.4730 0.32
H -5.394 -0.735 1.967 0.3058 1.6484 0.4193 0.32
H 1.429 0.977 3.369 -1.8907 -0.0445 0.4012 0.21
H 0.159 2.253 3.660 0.1844 -1.6282 -0.0333 0.31
H -0.635 1.355 5.649 0.4185 -1.7950 -0.7569 0.51
H 1.544 1.637 6.555 0.0316 -1.0222 -1.2022 0.30
H 1.461 -0.186 6.669 0.2677 1.5397 -0.9617 0.35
H 2.364 0.507 5.241 -1.2544 0.5415 0.8162 0.30
H 1.735 1.617 1.283 0.0531 -0.1699 0.3834 -0.16
H 0.718 3.644 0.653 -0.1348 0.2724 -0.0277 -0.25
H -0.013 0.967 -1.679 1.1666 0.9782 0.8572 0.13
H 1.783 0.857 -1.343 -1.2502 1.1324 0.0398 0.25
H 0.295 3.584 -2.083 1.3027 -1.0474 -0.6981 0.39
H 2.127 3.264 -2.287 -1.3826 -0.6580 -0.0553 0.30
H 0.798 2.985 -4.621 -0.0203 -1.1311 0.9663 0.34
H -0.237 1.674 -3.731 1.4003 1.0745 -0.4802 0.37
H 2.768 1.043 -3.553 -1.3551 -0.1622 -0.7844 0.36
H 2.159 1.112 -5.282 -0.3589 -0.1753 1.6423 0.45
H 1.883 -1.245 -3.609 -1.0765 1.2108 -0.6475 0.25
H 0.242 -0.406 -3.410 1.2308 -0.4005 -1.1895 0.23
H 0.474 -0.164 -6.190 0.2027 -1.4531 0.7371 0.40
H 1.572 -1.659 -6.041 -1.0964 0.8453 0.7363 0.25
H 0.633 -4.812 -4.728 0.1194 1.4588 0.7669 0.29
H 1.804 -3.389 -4.510 -1.3814 -0.6475 0.3625 0.28
H 0.856 -4.026 -3.041 -0.2713 0.3532 -1.8602 0.22

13
Properties=species:S:1:pos:R:3:forces:R:3:mulliken_charge:R:1 method="wB97M-V/def2-TZVPD" total_charge=+1 e_lumo_ev="-4.7 / -10.2" multiplicity=2
C -0.121 2.403 0.192 -1.5243 1.3348 1.3139 -0.88
N -0.847 1.183 -0.096 0.7354 0.4595 -0.4823 0.05
C -0.609 -0.147 0.277 4.0796 -2.4541 0.2560 0.61
O 0.573 -0.317 0.975 -2.3096 2.8892 0.5495 -0.35
O -1.085 -1.089 -0.304 -0.9624 1.2807 0.2307 -0.29
H -0.199 2.662 1.285 -0.1000 -0.5415 -0.5913 0.43
H -0.689 3.221 -0.321 0.9117 -0.7086 0.1467 0.33
H 0.967 2.447 0.026 -0.1785 -0.5664 -0.6069 0.42
H -1.267 1.166 -1.005 -1.2018 0.2345 -0.6838 0.34
H 0.725 0.594 1.386 0.5637 -1.9265 -0.1236 0.34
H 0.734 -3.279 -1.014 0.1923 -0.8044 0.3779 0.30
H 0.838 -4.813 -0.963 -0.1032 -0.5210 -0.4084 0.32
O 0.979 -4.032 -0.440 -0.1029 1.3236 0.0215 -0.62